{
  "formula": "C5H7NO2",
  "method": "the ωB97M-V functional and the def2-TZVPD basis",
  "smiles": "C#CC(=O)O.C=CN",
  "fmax_ev_per_a": 2.48,
  "e_above_lowest_kcal_mol": 62.9,
  "charge": 0,
  "gap_ha": 0.3341,
  "homo_ha": -0.3043,
  "elements": ["C", "C", "C", "N", "O", "C", "C", "O", "H", "H", "H", "H", "H", "H", "H"],
  "coordinates": [[-1.20, 0.97, 0.20], [-0.11, 1.55, -0.35], [1.70, -0.55, 0.62], [-2.15, 0.27, -0.48], [2.56, -0.30, -0.39], [0.78, -1.66, 0.32], [0.01, -2.54, 0.03], [1.89, -0.15, 1.76], [3.22, 0.29, 0.02], [-1.36, 1.01, 1.27], [-2.14, 0.40, -1.49], [-3.07, 0.26, -0.04], [0.01, 1.59, -1.43], [0.54, 2.16, 0.26], [-0.67, -3.29, -0.29]]
}

---

{
  "formula": "C5H7NO2",
  "method": "the ωB97M-V functional and the def2-TZVPD basis",
  "smiles": "N[C@]12C[C@H](C1)OC2=O",
  "fmax_ev_per_a": 6.37,
  "e_above_lowest_kcal_mol": 38.3,
  "charge": 0,
  "gap_ha": 0.3984,
  "homo_ha": -0.3666,
  "elements": ["C", "C", "C", "C", "C", "H", "H", "H", "H", "H", "H", "H", "N", "O", "O"],
  "coordinates": [[0.51, 0.29, 0.05], [-0.62, 0.04, -1.07], [-1.31, -0.67, 0.13], [-0.69, 0.54, 1.03], [0.74, -1.15, 0.33], [1.59, 1.38, -1.13], [2.53, 0.74, -0.02], [-1.18, 0.90, -1.45], [-0.39, -0.53, -1.95], [-2.39, -0.89, 0.16], [-0.38, 0.17, 2.02], [-1.21, 1.46, 0.98], [1.61, 1.21, -0.13], [-0.50, -1.78, 0.45], [1.69, -1.71, 0.60]]
}

---

{
  "formula": "C5H7NO2",
  "method": "the ωB97M-V functional and the def2-TZVPD basis",
  "fmax_ev_per_a": 11.26,
  "e_above_lowest_kcal_mol": 134.9,
  "charge": 0,
  "gap_ha": 0.3509,
  "homo_ha": -0.3765,
  "elements": ["C", "C", "C", "C", "C", "H", "H", "H", "H", "H", "H", "H", "N", "O", "O"],
  "coordinates": [[-0.37, -1.09, -1.92], [-0.93, -0.66, -0.53], [-0.48, 0.17, 1.52], [0.80, 0.46, 0.69], [1.28, 1.74, 0.76], [0.66, -0.89, -2.14], [-0.97, -0.61, -2.88], [-0.56, -2.23, -2.13], [-0.89, 0.80, 2.42], [-0.71, -0.92, 1.97], [1.49, -0.36, 0.32], [0.60, 2.60, 1.76], [-0.66, 0.41, 0.15], [-1.67, -1.52, -0.07], [2.43, 2.12, 0.06]]
}

---

{
  "formula": "C5H7NO2",
  "method": "the ωB97M-V functional and the def2-TZVPD basis",
  "fmax_ev_per_a": 2.56,
  "e_above_lowest_kcal_mol": 207.5,
  "charge": 0,
  "gap_ha": 0.3083,
  "homo_ha": -0.2983,
  "elements": ["C", "C", "C", "C", "C", "N", "O", "O", "H", "H", "H", "H", "H", "H", "H"],
  "coordinates": [[0.98, 1.32, 0.66], [-1.28, 0.07, -0.02], [2.89, -0.19, 0.15], [1.43, 0.04, 0.19], [-2.72, 0.09, -0.31], [0.64, -1.08, 0.59], [-0.73, -1.06, 0.16], [2.18, -0.18, -1.03], [1.17, 2.10, -0.09], [3.55, 0.66, 0.32], [3.28, -1.14, 0.50], [-2.93, 0.83, -1.07], [-3.19, 0.44, 0.62], [-3.15, -0.88, -0.58], [1.02, -1.97, 0.26]]
}

---

{
  "formula": "C5H7NO2",
  "method": "the ωB97M-V functional and the def2-TZVPD basis",
  "fmax_ev_per_a": 4.45,
  "e_above_lowest_kcal_mol": 50.7,
  "charge": 0,
  "gap_ha": 0.3710,
  "homo_ha": -0.3490,
  "elements": ["C", "C", "C", "C", "C", "N", "O", "O", "H", "H", "H", "H", "H", "H", "H"],
  "coordinates": [[-0.99, 0.90, -1.28], [0.72, -1.00, -0.82], [-1.60, 1.46, 0.00], [-0.60, 0.66, 0.73], [1.82, -1.64, 0.64], [-0.13, 0.02, -0.52], [0.90, -1.37, -1.94], [-1.24, 1.00, -2.43], [-1.39, 2.55, -0.09], [-2.60, 1.22, 0.19], [0.15, 1.31, 1.21], [-1.02, 0.01, 1.47], [2.86, -1.26, 0.72], [1.45, -1.20, 1.47], [1.66, -2.69, 0.64]]
}

---

{
  "formula": "C5H7NO2S",
  "method": "the ωB97M-V functional and the def2-TZVPD basis",
  "fmax_ev_per_a": 3.16,
  "e_above_lowest_kcal_mol": 98.1,
  "charge": 0,
  "gap_ha": [0.2843, 0.2868],
  "homo_ha": [-0.2696, -0.2782],
  "elements": ["C", "C", "C", "C", "C", "N", "O", "O", "S", "H", "H", "H", "H", "H", "H", "H"],
  "coordinates": [[-0.03, 1.10, -0.04], [-0.62, 0.03, 0.39], [2.54, 0.83, 0.02], [0.15, -1.26, 0.45], [1.32, -1.28, -0.57], [-0.21, 2.47, -0.03], [-1.92, -0.16, 0.80], [3.02, 1.88, 0.18], [2.83, -0.78, 0.26], [0.23, -1.45, 1.53], [-0.50, -2.04, 0.25], [1.27, -2.18, -1.23], [1.05, -0.50, -1.24], [-0.35, 2.69, -0.98], [-2.36, 0.69, 0.80], [0.66, 2.94, 0.23]]
}

---

{
  "formula": "C5H7NO2S2",
  "method": "the ωB97M-V functional and the def2-TZVPD basis",
  "fmax_ev_per_a": 3.35,
  "e_above_lowest_kcal_mol": 191.6,
  "charge": 0,
  "gap_ha": [0.2911, 0.2899],
  "homo_ha": [-0.3322, -0.3284],
  "elements": ["C", "C", "C", "C", "C", "N", "O", "O", "S", "S", "H", "H", "H", "H", "H", "H", "H"],
  "coordinates": [[-1.57, -0.69, 0.68], [-2.96, -0.93, 0.61], [-2.21, 0.98, -0.81], [-1.13, 0.49, -0.09], [-0.31, -1.33, -1.92], [0.40, 1.79, 1.51], [0.60, 2.20, -0.92], [1.46, 2.75, 1.64], [-3.69, 0.08, -0.59], [0.65, 1.03, -0.09], [-0.85, -1.23, 1.25], [-3.65, -1.68, 0.94], [-2.20, 1.83, -1.38], [0.18, -1.35, -2.84], [-1.38, -1.01, -2.28], [0.70, 1.08, 2.16], [1.36, 3.58, 1.08]]
}

---

{
  "formula": "C5H7NO3",
  "method": "the ωB97M-V functional and the def2-TZVPD basis",
  "fmax_ev_per_a": 4.94,
  "e_above_lowest_kcal_mol": 160.5,
  "charge": 0,
  "gap_ha": 0.2850,
  "homo_ha": -0.2817,
  "elements": ["C", "C", "C", "C", "C", "H", "H", "H", "H", "H", "H", "H", "N", "O", "O", "O"],
  "coordinates": [[0.77, 2.10, 2.11], [-0.08, 0.32, 0.83], [-1.18, -0.61, 0.57], [-0.73, -1.07, -0.77], [0.19, -0.18, -1.26], [0.12, 2.81, 1.49], [0.60, 2.40, 3.26], [1.78, 2.29, 1.75], [-1.75, -1.44, 1.25], [-0.39, -1.63, -2.70], [-1.98, -2.46, -1.82], [1.50, -1.47, -2.44], [-0.85, -2.05, -1.82], [0.28, 0.82, 2.05], [0.95, -0.31, -2.40], [0.77, 0.48, -0.11]]
}

---

{
  "formula": "C5H7NO3",
  "method": "the ωB97M-V functional and the def2-TZVPD basis",
  "fmax_ev_per_a": 6.69,
  "e_above_lowest_kcal_mol": 85.2,
  "charge": 0,
  "gap_ha": 0.3093,
  "homo_ha": -0.2827,
  "elements": ["C", "C", "C", "C", "C", "N", "O", "O", "O", "H", "H", "H", "H", "H", "H", "H"],
  "coordinates": [[1.60, 0.83, -0.22], [-1.99, 0.86, 0.35], [1.14, -0.14, -1.34], [0.16, -1.11, -0.54], [-0.20, -0.36, 0.67], [0.75, 0.69, 0.83], [2.56, 1.56, -0.40], [-2.78, 0.56, 1.17], [-0.80, -0.85, 1.83], [-1.99, 1.48, -0.47], [0.56, 0.45, -1.97], [1.91, -0.67, -1.97], [-0.68, -1.55, -1.09], [0.69, -2.04, -0.19], [0.82, 1.35, 1.60], [-1.74, -1.05, 1.75]]
}

---

{
  "formula": "C5H7NO3",
  "method": "the ωB97M-V functional and the def2-TZVPD basis",
  "smiles": "C=C(O)[C@@H](N)C(O)=C=O",
  "fmax_ev_per_a": 1.43,
  "e_above_lowest_kcal_mol": 87.2,
  "charge": 0,
  "gap_ha": 0.3205,
  "homo_ha": -0.3025,
  "elements": ["C", "C", "C", "N", "C", "C", "O", "O", "O", "H", "H", "H", "H", "H", "H", "H"],
  "coordinates": [[0.74, 1.78, 0.71], [1.26, 0.67, 0.25], [-1.09, -0.33, 0.18], [0.78, -1.32, -1.13], [0.45, -0.59, 0.08], [-1.80, 0.60, -0.48], [2.64, 0.56, 0.14], [-1.75, -1.34, 0.87], [0.38, 2.86, 1.01], [3.07, 1.37, 0.49], [-2.71, -1.22, 0.76], [0.00, -1.91, -1.42], [1.57, -1.94, -0.93], [0.68, -1.23, 0.94], [-2.89, 0.65, -0.43], [-1.32, 1.39, -1.05]]
}